{"formula": "C5H13N2O", "method": "ωB97M-V/def2-TZVPD", "species": ["H", "C", "H", "O", "H", "N", "C", "C", "H", "C", "H", "H", "H", "C", "H", "H", "H", "N", "H", "H", "H"], "coordinates": [[0.5848, 0.8896, -1.4815], [-0.1114, -0.5737, 1.0783], [-1.5852, -0.4552, -2.0269], [-0.5989, 1.8216, 1.4646], [-0.6447, -1.5568, 1.0338], [0.4925, 0.0902, -2.1000], [-0.8932, 0.1514, -2.6437], [1.1651, -0.6815, 0.2293], [-1.1929, 0.8891, -0.2694], [0.8457, -1.0654, -1.2259], [1.7092, -1.5536, 0.6373], [0.0468, -1.8233, -1.2844], [1.7550, -1.4954, -1.6816], [-1.0839, 0.7651, 0.8335], [1.1130, 0.2527, 2.5782], [-1.2940, 1.1522, -2.4898], [-2.0060, 0.3521, 1.3204], [0.3690, -0.4167, 2.4625], [1.6880, 0.2846, 0.3422], [-0.7417, -0.2139, -3.6552], [-0.3918, 0.0101, 2.9770]], "forces_ev_per_angstrom": [[0.06, 0.08, -0.16], [0.54, 1.15, 0.55], [0.22, -0.21, -0.56], [0.14, 0.61, -0.26], [0.03, 0.69, -0.16], [-0.36, 0.57, 1.01], [1.08, -0.82, 1.29], [-1.46, -0.76, -0.28], [-0.49, -0.19, 0.23], [0.58, 0.58, -0.89], [0.33, 0.68, 0.07], [0.20, 0.14, 0.21], [-0.28, -0.21, 0.19], [1.20, -1.43, 0.53], [0.00, 0.34, -0.65], [0.18, 0.17, -0.79], [-0.54, 0.15, -0.53], [-0.51, -1.41, 0.72], [0.20, -0.50, -0.29], [-1.08, 0.24, -0.34], [-0.02, 0.14, 0.10]], "mol_weight_g_mol": 117.2, "smiles": "CNCC[C@@H](N)C[O-]", "total_charge": -1, "fmax_ha_per_bohr": 0.0378, "homo_lumo_gap_ev": 6.4581, "de_lowest_kj_mol": 145.78}


{"formula": "C5H13N2O", "method": "ωB97M-V/def2-TZVPD", "species": ["N", "H", "H", "C", "H", "H", "H", "H", "C", "H", "H", "H", "H", "C", "N", "H", "C", "H", "O", "C", "H"], "coordinates": [[-1.7301, -0.4944, 0.9642], [-1.4867, -0.6800, -1.2545], [0.2179, 1.0298, -1.0027], [1.7000, -0.4326, -0.6638], [-1.0966, -0.2437, 1.7202], [-4.3992, 1.0862, 0.0432], [2.5844, 1.0517, 0.4078], [-0.5343, -1.7484, -0.0397], [2.9565, 0.3873, -0.3412], [0.3687, 0.8248, 0.6423], [1.6872, -1.3880, 0.0403], [-3.5987, -0.0097, -0.9483], [3.2805, 0.9690, -1.2153], [-0.8889, -0.7060, -0.3110], [-3.6462, 0.4085, -0.0432], [-3.0936, 0.6547, 1.9688], [-2.8091, 0.2721, 0.9997], [1.7445, -0.7320, -1.7201], [3.8130, -0.4866, 0.3864], [0.3322, 0.2142, -0.2783], [4.5984, 0.0231, 0.6452]], "forces_ev_per_angstrom": [[0.28, 2.30, -1.25], [0.41, -0.12, 1.05], [-0.51, -0.05, -0.12], [-0.78, -2.42, 1.64], [-0.16, -0.64, 0.22], [0.13, -0.36, 0.18], [-0.01, 1.38, 0.36], [-0.32, 0.90, -1.27], [-1.85, -0.55, 1.20], [0.29, -0.79, 0.13], [0.68, 1.60, -1.71], [0.64, -0.41, -0.27], [0.68, -0.57, 0.25], [0.29, -1.96, 1.62], [0.03, 1.16, 1.93], [-0.19, 0.44, -0.10], [-0.56, -1.59, -1.83], [-0.47, -0.22, 0.37], [1.00, 0.47, -0.91], [0.63, 1.77, -1.42], [-0.22, -0.34, -0.08]], "mol_weight_g_mol": 117.2, "smiles": "N/C=[NH+]\\CCCCO", "total_charge": 1, "fmax_ha_per_bohr": 0.0589, "homo_lumo_gap_ev": 9.1794, "de_lowest_kj_mol": 212.71}